Record 1
A 2-piece molecular cluster, C2H8NO overall at a distorted geometry, computed with ωB97M-V/def2-TZVPD.

```
12
Properties=species:S:1:pos:R:3:nbo_charge:R:1
N -1.7969 1.5347 0.0047 -1.1401
H -1.3122 0.9432 0.6777 0.3869
H -1.4430 2.5082 -0.1452 0.3647
H -2.8292 1.6074 0.0663 0.3663
C 0.3586 -0.2949 -0.0846 -0.1506
O -0.1971 -0.2790 1.1479 -0.2801
C 1.4989 -1.3153 -0.1212 -0.6274
H 0.7456 0.6385 -0.4518 0.1775
H -0.3542 -0.6205 -0.8767 0.2615
H 1.8019 -1.6230 -1.1401 0.2143
H 1.1819 -2.1608 0.5019 0.2189
H 2.3456 -0.9385 0.4212 0.2080
```

Computed properties:
Relative energy (zero: lowest compared OMol25 entry of this formula, charge and spin)   105.05 kJ/mol
Frontier orbital gap (spin up / spin down)   10.39 / 7.34 eV
<S²>   0.75
2S+1   2
HOMO energy (spin up / spin down)   -9.3 / -9.2 eV
DFT total energy   -210.89023 Eh

***

Record 2
A 2-piece molecular cluster, C2H8NO overall at a distorted geometry, computed with ωB97M-V/def2-TZVPD.

```
12
Properties=species:S:1:pos:R:3:nbo_charge:R:1
O 1.3012 -0.7210 -1.6108 -0.9628
H 0.2889 -0.0681 -0.4844 0.4680
H 1.9860 -0.2604 -2.1163 0.5100
H 1.6472 -1.6219 -1.5852 0.5052
C -0.1282 1.3208 1.1404 -0.4442
C -1.3042 -0.6475 0.4205 0.1287
N -0.2858 0.0912 0.3461 -0.3845
H 0.3898 2.0783 0.5670 0.2483
H -1.1240 1.7551 1.2937 0.2344
H 0.3264 1.0591 2.0945 0.2516
H -1.3810 -1.5145 -0.2227 0.2268
H -2.0915 -0.4414 1.1227 0.2184
```

Computed properties:
Relative energy (zero: lowest compared OMol25 entry of this formula, charge and spin)   71.95 kJ/mol
Frontier orbital gap   11.98 eV
Net charge   +1
2S+1   1
HOMO energy   -16.8 eV
DFT total energy   -210.72570 Eh

***

Record 3
A 2-piece molecular cluster, C2H8NO overall at a distorted geometry, computed with ωB97M-V/def2-TZVPD.

```
12
Properties=species:S:1:pos:R:3:nbo_charge:R:1
O 1.5077 -1.7995 1.8199 -0.9692
H 0.3363 1.0243 0.5035 0.4449
H 2.3513 -1.6021 2.2043 0.4927
H 1.4620 -2.7526 1.8691 0.4891
C -0.8031 1.5958 -1.1754 -0.4662
C -0.5044 -0.6001 -0.2271 0.1419
N -0.3516 0.6630 -0.1514 -0.3835
H -0.3372 1.4630 -2.1491 0.2514
H -0.6729 2.6388 -0.9111 0.2561
H -1.8787 1.4817 -1.2894 0.2456
H -0.0756 -1.1431 0.6022 0.2710
H -1.0338 -0.9692 -1.0955 0.2264
```

Computed properties:
Relative energy (zero: lowest compared OMol25 entry of this formula, charge and spin)   98.94 kJ/mol
Frontier orbital gap   10.60 eV
Net charge   +1
2S+1   1
HOMO energy   -15.8 eV
DFT total energy   -210.71542 Eh

***

Record 4
A 2-piece molecular cluster, C2H8NO overall at a distorted geometry, computed with ωB97M-V/def2-TZVPD.

```
12
Properties=species:S:1:pos:R:3:nbo_charge:R:1
O -1.3481 0.3629 2.8623 -0.0974
H -2.2250 -0.0547 2.8730 0.5441
H -1.0876 0.4219 3.8033 0.5527
H -0.1661 -0.6611 -2.6610 0.3307
C 0.7650 -0.6577 -2.0060 -0.7261
C 0.3102 -0.4076 -0.6379 0.3734
N 0.3913 0.8513 -0.1180 -0.6732
H 1.4148 0.1657 -2.3557 0.2700
H 1.3168 -1.5856 -2.0637 0.2996
H -0.2926 -1.1102 -0.0111 0.2233
H 1.2074 1.5165 -0.3733 0.4801
H -0.2862 1.1587 0.6881 0.4228
```

Computed properties:
Relative energy (zero: lowest compared OMol25 entry of this formula, charge and spin)   288.37 kJ/mol
Frontier orbital gap (spin up / spin down)   11.81 / 3.88 eV
Net charge   +2
<S²>   0.75
2S+1   2
HOMO energy (spin up / spin down)   -21.0 / -21.0 eV
DFT total energy   -210.11734 Eh